#A
Here is a cluster of 2 separate species, C4H11N2S in total from the OMol25 dataset. Energies are from ωB97M-V with the def2-TZVPD basis set.

Structure (XYZ):
```
18
Properties=species:S:1:pos:R:3:lowdin_charge:R:1
N 0.320 0.992 -0.865 -0.10
H 2.632 -0.550 -0.623 0.12
H -2.459 1.162 1.785 -0.02
H 0.560 -0.964 -1.768 0.06
C -2.698 0.213 1.295 -0.74
H 1.076 0.300 -2.714 0.06
H -3.591 -0.185 1.772 -0.03
H 0.522 0.713 1.231 0.12
C 0.872 0.338 0.277 -0.23
C 2.119 -0.459 0.339 -0.34
H 3.309 -1.436 1.510 0.01
C 0.272 0.068 -2.001 -0.17
H 0.651 -0.864 0.240 0.16
H -0.644 1.160 -0.562 -0.01
S -3.048 0.485 -0.471 0.07
H -0.692 0.133 -2.495 0.05
N 2.679 -0.641 1.484 0.00
H -1.881 -0.464 1.566 -0.02
```

The net charge is -1. The calculation puts the gap between HOMO and LUMO at 0.22810 hartree. As for the LUMO energy: 3.56 eV. As for the HOMO energy: -2.64 eV. As for the multiplicity: 1.



#B
Here is the ion C4H11N2S with charge -1 from the OMol25 dataset. Energies are from ωB97M-V with the def2-TZVPD basis set.

Structure (XYZ):
```
18
Properties=species:S:1:pos:R:3:lowdin_charge:R:1
C -0.592 0.346 -0.014 -0.39
H 1.115 1.325 -0.935 0.10
N 2.751 -1.595 0.727 -0.01
H -0.876 1.077 0.871 0.13
H 1.333 0.480 1.778 0.08
C -1.549 0.426 -1.159 -0.74
H -0.639 -0.732 0.277 0.09
C 2.954 -0.141 0.717 -0.35
H -1.001 -0.131 -1.885 0.03
H 3.731 0.139 1.596 0.13
N 1.739 0.638 0.888 -0.09
H 1.184 -0.416 -0.796 0.08
S -3.311 0.014 -0.484 -0.02
H -1.548 1.485 -1.513 0.04
H 1.872 -1.741 0.145 0.08
H 3.459 0.301 -0.189 0.11
C 0.893 0.486 -0.298 -0.29
H 2.678 -2.015 1.611 0.03
```

The net charge is -1. The calculation puts the gap between HOMO and LUMO at 0.22029 hartree. As for the LUMO energy: 3.52 eV. As for the HOMO energy: -2.47 eV. As for the multiplicity: 1. As for the SMILES: NCNCCC[S-].



In order of decreasing stability: #B, #A.



#A
Here is the ion C3H8N3 with charge +1 from the OMol25 dataset. Energies are from ωB97M-V with the def2-TZVPD basis set.

Structure (XYZ):
```
14
Properties=species:S:1:pos:R:3:mulliken_spin:R:1
H 2.071 -1.014 -1.701 0.01
N 0.118 -0.689 -0.994 0.22
C 0.562 1.171 0.217 0.02
H -1.336 0.768 -0.534 0.00
H -1.712 -0.036 1.736 0.00
H -0.361 -1.204 -1.662 -0.01
H 0.301 2.207 -0.085 0.07
N -1.143 -0.685 1.087 0.05
C -0.563 0.130 -0.169 0.01
H -0.296 -1.069 1.673 0.00
H -1.644 -1.348 0.543 -0.01
C 1.486 -0.344 -1.065 0.81
N 1.728 0.684 -0.375 0.75
H 0.788 1.428 1.329 0.07
```

The net charge is +1. The calculation puts the gap between HOMO and LUMO (spin up / spin down) at 0.19635 / 0.29138 hartree. As for the LUMO energy (spin up / spin down): -3.92 / -6.57 eV. As for the HOMO energy (spin up / spin down): -9.26 / -14.49 eV. As for the multiplicity: 3.



#B
Here is the ion C3H8N3 with charge +1 from the OMol25 dataset. Energies are from ωB97M-V with the def2-TZVPD basis set.

Structure (XYZ):
```
14
Properties=species:S:1:pos:R:3:mulliken_spin:R:1
H -0.892 0.581 1.322 0.00
N -1.001 1.876 -0.717 0.90
H -1.665 -0.908 0.759 0.01
C -0.780 -0.218 0.546 0.03
C 0.088 1.136 -1.332 -0.01
N 0.311 -1.074 0.553 0.19
H 2.291 -1.433 1.252 0.03
N -1.080 0.512 -0.791 0.03
C 1.401 -0.797 1.253 0.80
H -1.566 -0.114 -1.429 0.01
H 0.967 0.842 -0.761 0.01
H 0.071 1.234 -2.357 0.02
H 0.385 -1.849 -0.007 -0.02
H 1.472 0.213 1.709 0.01
```

The net charge is +1. The calculation puts the gap between HOMO and LUMO (spin up / spin down) at 0.26965 / 0.34258 hartree. As for the LUMO energy (spin up / spin down): -3.51 / -6.99 eV. As for the HOMO energy (spin up / spin down): -10.84 / -16.32 eV. As for the multiplicity: 3.



In order of decreasing stability: #A, #B.



#A
Here is an isolated molecule of C4H6N8 from the OMol25 dataset. Energies are from ωB97M-V with the def2-TZVPD basis set.

Structure (XYZ):
```
18
Properties=species:S:1:pos:R:3:lowdin_charge:R:1
N 1.629 -0.552 -1.777 0.07
H -2.723 1.117 2.327 0.11
N 1.726 1.378 2.090 0.17
C -1.413 0.991 0.876 -0.50
N 0.272 -0.432 -1.827 0.07
N -1.362 0.478 -0.309 0.18
N -2.648 1.176 1.314 0.14
N 3.261 -0.285 -0.179 0.13
H 3.880 -0.853 -0.758 0.11
H 2.471 1.800 1.587 0.10
H 3.292 -0.405 0.829 0.09
H -3.295 0.643 0.727 0.12
C 1.999 -0.138 -0.610 -0.46
C 0.726 0.945 1.302 -0.39
H 1.278 1.953 2.795 0.12
N 0.939 0.325 0.103 0.16
N -0.404 1.258 1.750 0.19
C -0.104 0.126 -0.715 -0.40
```

The calculation puts the gap between HOMO and LUMO at 0.30175 hartree. As for the LUMO energy: 0.47 eV. As for the HOMO energy: -7.74 eV. As for the multiplicity: 1. As for the SMILES: Nc1nc(N)n2c(N)nnc2n1.



#B
Here is an isolated molecule of C4H6N8 from the OMol25 dataset. Energies are from ωB97M-V with the def2-TZVPD basis set.

Structure (XYZ):
```
18
Properties=species:S:1:pos:R:3:lowdin_charge:R:1
H 0.295 1.547 1.460 0.18
C 0.674 1.375 0.360 -0.09
N -2.549 -1.457 0.339 0.01
N 2.254 -0.132 -0.770 0.01
H -2.448 0.539 1.122 0.06
H -1.152 1.942 -0.658 0.07
N -1.181 0.102 -0.391 -0.14
C -0.427 1.295 -0.680 -0.12
N 1.484 0.173 0.188 -0.15
C 1.374 -1.011 0.902 -0.16
H 1.189 2.149 -0.186 0.12
H 0.048 1.209 -1.721 0.17
N 2.111 -1.979 0.337 0.02
H 0.653 -1.298 1.706 0.13
N -1.878 -1.905 -0.652 -0.07
N 2.699 -1.380 -0.695 -0.02
C -2.165 -0.131 0.495 -0.08
N -0.982 -1.038 -1.156 0.08
```

The calculation puts the gap between HOMO and LUMO at 0.39018 hartree. As for the LUMO energy: 0.10 eV. As for the HOMO energy: -10.52 eV. As for the multiplicity: 1. As for the SMILES: c1nnnn1CCn1cnnn1.



In order of decreasing stability: #A, #B.



#A
Here is the ion C4H9N2OS with charge -1 from the OMol25 dataset. Energies are from ωB97M-V with the def2-TZVPD basis set.

Structure (XYZ):
```
17
Properties=species:S:1:pos:R:3:lowdin_charge:R:1
C -1.489 -0.983 -1.193 -0.70
H -1.503 -0.616 -2.218 0.02
H 0.651 -0.991 -1.271 0.13
H 1.945 2.614 1.402 0.08
H -0.882 -1.286 1.353 0.05
H -0.819 1.036 0.144 0.04
H 0.888 -1.201 1.378 0.07
S -2.850 -0.104 -0.359 0.15
H 0.704 3.225 0.334 0.08
O 2.341 0.709 -0.009 0.00
N 1.130 2.455 0.828 0.11
N 0.066 0.726 -0.291 0.05
H 0.155 -2.560 0.603 0.07
H -1.508 -2.080 -1.074 0.04
C -0.090 -0.705 -0.517 -0.47
C 1.243 1.247 0.113 -0.63
C 0.019 -1.486 0.777 -0.09
```

The net charge is -1. The calculation puts the gap between HOMO and LUMO at 0.23741 hartree. As for the LUMO energy: 3.72 eV. As for the HOMO energy: -2.74 eV. As for the multiplicity: 1. As for the SMILES: C[C@@H](C[S-])NC(N)=O.



#B
Here is the ion C4H9N2OS with charge -1 from the OMol25 dataset. Energies are from ωB97M-V with the def2-TZVPD basis set.

Structure (XYZ):
```
17
Properties=species:S:1:pos:R:3:lowdin_charge:R:1
C -1.177 -0.014 -0.848 -0.61
H -0.302 1.712 0.063 0.11
C -0.146 0.639 0.027 -0.38
C 1.243 0.150 -0.510 -0.52
H 1.389 1.675 -1.971 0.07
H -1.050 -1.055 -0.956 0.03
N 1.934 0.880 -1.484 0.11
H -1.006 -0.993 2.918 0.08
O 1.641 -0.935 -0.153 0.02
H -1.710 -1.191 1.330 0.05
H 0.744 0.241 1.768 0.08
H 2.769 0.586 -1.929 0.07
C -0.738 -1.003 1.791 -0.19
S -1.113 0.828 -2.625 0.05
H -0.051 -1.892 1.579 0.09
N -0.226 0.324 1.488 -0.09
H -2.200 0.046 -0.490 0.04
```

The net charge is -1. The calculation puts the gap between HOMO and LUMO at 0.24345 hartree. As for the LUMO energy: 3.89 eV. As for the HOMO energy: -2.74 eV. As for the multiplicity: 1. As for the SMILES: CN[C@H](C[S-])C(N)=O.



In order of decreasing stability: #A, #B.